Computed, not measured: a single C22H28FN3O molecule, with the ωB97M-V functional and the def2-TZVPD basis.

CARTESIAN COORDINATES (ANGSTROEM)
C 6.00 2.72 0.01
N 4.64 2.23 0.10
C 3.58 3.15 -0.22
C 4.41 0.88 0.02
C 5.46 -0.06 0.08
C 5.21 -1.41 0.03
C 3.91 -1.90 -0.08
C 2.86 -0.99 -0.12
C 1.46 -1.48 -0.32
O 1.10 -1.92 -1.40
N 0.63 -1.38 0.75
C 1.07 -0.97 2.06
C -0.78 -1.75 0.64
C -0.97 -3.24 0.33
C -2.47 -3.52 0.28
C -3.14 -2.61 -0.74
N -2.92 -1.22 -0.39
C -3.68 -0.32 -1.24
C -3.65 1.08 -0.68
C -2.93 2.10 -1.27
C -2.90 3.37 -0.72
C -3.60 3.65 0.44
C -4.34 2.64 1.05
C -4.35 1.38 0.48
F -5.09 0.42 1.08
C -1.50 -0.91 -0.42
C 3.11 0.37 -0.08
H 6.60 2.32 0.83
H 6.48 2.45 -0.94
H 5.99 3.81 0.10
H 3.17 2.98 -1.22
H 3.96 4.17 -0.17
H 2.77 3.06 0.51
H 6.48 0.27 0.15
H 6.04 -2.10 0.07
H 3.72 -2.96 -0.13
H 0.59 -0.03 2.35
H 0.81 -1.74 2.79
H 2.15 -0.84 2.07
H -1.24 -1.53 1.60
H -0.51 -3.47 -0.63
H -0.49 -3.84 1.10
H -2.65 -4.56 0.01
H -2.91 -3.34 1.26
H -4.22 -2.79 -0.74
H -2.75 -2.84 -1.75
H -3.29 -0.31 -2.28
H -4.71 -0.67 -1.26
H -2.38 1.90 -2.18
H -2.32 4.15 -1.20
H -3.58 4.63 0.87
H -4.90 2.83 1.95
H -1.36 0.15 -0.19
H -1.06 -1.12 -1.41
H 2.26 1.04 -0.14

Results
**Lowest unoccupied orbital energy**: 0.022 Eh
**2S+1**: 1
**Energy relative to the best compared isomer or geometry (same formula, charge and spin)**: 0.354 eV
**SMILES**: CN(C)c1cccc(C(=O)N(C)[C@@H]2CCCN(Cc3ccccc3F)C2)c1
**Strongest force on any atom**: 0.52 eV/Å
**E**: -32504.0502 eV
**Highest occupied orbital energy**: -7.75 eV
**Gap between HOMO and LUMO**: 8.36 eV
**Total charge**: 0